[1]
The molecule C6H10 at a distorted geometry, computed with ωB97M-V/def2-TZVPD.

Cartesian coordinates (Å):
C  1.29329  -0.82317  0.33315
C  -1.11049  -0.40115  0.15644
C  0.87296  1.41626  -1.03639
C  -1.29980  0.22209  1.53839
C  0.38171  0.32025  -1.86507
C  0.11118  -0.05037  -0.43292
H  1.14748  -1.89314  0.26613
H  -1.66979  -1.32501  0.02628
H  0.20789  2.24439  -0.79692
H  2.19081  -0.57894  -0.23491
H  -0.33284  0.46502  1.94828
H  1.45661  -0.32027  1.28223
H  -2.02091  1.03271  1.41293
H  -1.82266  -0.51672  2.14987
H  -0.58854  0.43350  -2.37973
H  1.18311  -0.22545  -2.36776

The HOMO-LUMO gap comes out at 5.25 eV. The value obtained for the highest occupied orbital energy is -6.845 eV. Its spin multiplicity is 1.

Results of the natural (NBO) charge analysis, in e, for atoms 1 through 2: number 1, C, carries -0.56; number 2, C, carries 0.16


[2]
A cluster of 2 separate species, C6H10 in total, computed with ωB97M-V/def2-TZVPD.

Cartesian coordinates (Å):
C  -0.86694  0.59838  0.94240
C  -0.14755  -1.45017  -0.70339
C  -0.07778  1.09118  -0.24105
C  -0.41124  -0.37647  -0.04079
C  -0.20002  0.69860  2.28866
C  0.38271  -2.10357  -1.71307
H  -0.15782  -2.23657  -2.64673
H  0.85458  0.40952  2.21121
H  1.41259  -2.45000  -1.68403
H  0.86111  0.44396  -1.91146
H  -0.68707  0.05004  3.01857
H  -1.92431  0.84800  0.90179
H  0.98236  -0.20119  -2.26640
H  -0.58989  1.67387  -1.00419
H  0.93907  1.43323  -0.04475
H  -0.24609  1.73530  2.63828

The HOMO-LUMO gap comes out at 10.19 eV. The value obtained for the highest occupied orbital energy is -9.048 eV. Its spin multiplicity is 1.

Results of the natural (NBO) charge analysis, in e, for atoms 1 through 2: number 1, C, carries -0.23; number 2, C, carries 0.10


[3]
A structure of composition C6H10 at a distorted geometry, computed with ωB97M-V/def2-TZVPD.

Cartesian coordinates (Å):
C  1.20102  0.86896  -0.35844
C  -0.84271  -0.65354  0.85363
C  -0.06745  -1.35106  -0.26101
C  0.10062  1.51001  0.05216
C  -1.14396  0.84657  0.41608
C  1.26480  -0.63445  -0.55772
H  1.53699  -0.84526  -1.60594
H  2.07646  -1.06077  0.04564
H  -0.18384  2.53595  -0.19972
H  -1.86435  1.32169  1.06563
H  -1.73692  -1.21294  1.14735
H  2.09419  1.44205  -0.60021
H  -0.72259  -1.31176  -1.13537
H  -1.62688  1.63289  -0.59084
H  -0.20432  -0.67593  1.77526
H  0.11892  -2.41241  -0.04651

The HOMO-LUMO gap comes out at 9.36 eV. The value obtained for the highest occupied orbital energy is -8.238 eV. Its spin multiplicity is 1.

Results of the natural (NBO) charge analysis, in e, for atoms 1 through 2: number 1, C, carries -0.24; number 2, C, carries -0.41


[4]
The molecule C6H10, computed with ωB97M-V/def2-TZVPD.

Cartesian coordinates (Å):
C  0.81931  0.95145  1.27084
C  0.21387  -0.51975  -0.45441
C  -0.53335  0.38703  1.65316
C  0.07435  -0.64617  -1.96593
C  -1.06237  -0.10313  0.29590
C  1.21370  0.48310  0.08716
H  0.54356  -1.49502  -0.05891
H  -1.80822  -0.90152  0.37022
H  -0.58951  -1.48142  -2.21865
H  -1.52086  0.74134  -0.23794
H  1.40884  1.58387  1.92827
H  -0.40272  -0.46368  2.33999
H  -1.19540  1.10323  2.15149
H  -0.34331  0.26332  -2.41305
H  1.04409  -0.84265  -2.43796
H  2.16582  0.68662  -0.39744

The HOMO-LUMO gap comes out at 10.34 eV. The value obtained for the highest occupied orbital energy is -9.083 eV. Its spin multiplicity is 1.

Results of the natural (NBO) charge analysis, in e, for atoms 1 through 2: number 1, C, carries -0.19; number 2, C, carries -0.26


[5]
The molecule C6H10, computed with ωB97M-V/def2-TZVPD.

Cartesian coordinates (Å):
C  -1.26483  1.20338  0.38712
C  1.99730  -0.43538  0.15015
C  -1.78764  -0.09965  -0.17271
C  0.06388  1.26111  0.33152
C  0.64545  0.04721  -0.36714
C  -0.51044  -0.96317  -0.22335
H  -1.91023  1.98962  0.76886
H  2.29452  -1.36955  -0.34102
H  2.78021  0.30563  -0.05076
H  0.76662  0.29647  -1.43459
H  -0.39465  -1.48490  0.73629
H  -2.22633  0.03967  -1.17169
H  1.97024  -0.61337  1.23161
H  0.66902  2.07893  0.71409
H  -0.52334  -1.71845  -1.01602
H  -2.56978  -0.53753  0.45761

The HOMO-LUMO gap comes out at 10.34 eV. The value obtained for the highest occupied orbital energy is -9.088 eV. Its spin multiplicity is 1.

Results of the natural (NBO) charge analysis, in e, for atoms 1 through 2: number 1, C, carries -0.18; number 2, C, carries -0.60


[6]
The molecule C6H10 at a distorted geometry, computed with ωB97M-V/def2-TZVPD.

Cartesian coordinates (Å):
C  -0.53435  1.54851  -0.08377
C  -0.58149  2.93280  0.63102
C  0.54317  0.77912  -0.04374
C  0.54622  -0.60175  -0.59682
C  0.14140  -3.04544  -0.13683
C  -0.00436  -1.58016  0.13031
H  0.67989  -3.52651  0.66396
H  0.68288  -3.17960  -1.06244
H  -1.40077  1.58046  -0.73832
H  1.42604  1.02425  0.55481
H  0.42919  3.33776  0.67037
H  -0.96918  3.03456  1.65964
H  0.67423  -0.72809  -1.66976
H  -1.25765  3.62140  0.11670
H  -0.52605  -1.22824  1.02053
H  -0.83048  -3.53265  -0.15471

The HOMO-LUMO gap comes out at 10.36 eV. The value obtained for the highest occupied orbital energy is -9.068 eV. Its spin multiplicity is 1.

Results of the natural (NBO) charge analysis, in e, for atoms 1 through 2: number 1, C, carries -0.17; number 2, C, carries -0.65


[7]
A cluster of 2 separate species, C6H10 in total at a distorted geometry, computed with ωB97M-V/def2-TZVPD.

Cartesian coordinates (Å):
C  -0.82330  -0.53347  -0.44354
C  -1.41396  0.51765  0.47280
C  1.40765  -0.20964  0.43212
C  0.97278  1.11474  -0.28382
C  0.35759  -1.22193  -0.00352
C  -0.50397  0.93536  -0.64474
H  0.57869  -2.23670  -0.27090
H  1.15356  1.99811  0.34546
H  1.38071  -0.08704  1.51928
H  -0.91641  1.48002  -1.48687
H  -1.14404  -2.42991  0.27792
H  1.55183  1.25335  -1.20526
H  -2.48169  0.70890  0.37291
H  2.43698  -0.49999  0.17466
H  -1.51990  -1.37377  -0.71804
H  -1.04716  0.56036  1.49654

The HOMO-LUMO gap (spin up / spin down) comes out at 7.48 / 8.89 eV. The value obtained for the highest occupied orbital energy (spin up / spin down) is -7.383 / -8.402 eV. Its spin multiplicity is 1.

Results of the natural (NBO) charge analysis, in e, for atoms 1 through 2: number 1, C, carries -0.33; number 2, C, carries -0.41


[8]
The molecule C6H10, computed with ωB97M-V/def2-TZVPD.

Cartesian coordinates (Å):
C  -0.59248  -1.00717  0.32948
C  -1.81878  1.19237  -0.08606
C  0.86577  -1.42302  0.41465
C  0.67995  0.68643  -0.64090
C  -0.69451  0.21717  -0.19536
C  1.53398  -0.03563  0.40384
H  -1.40938  -1.58330  0.75648
H  -2.00340  1.75546  -1.00703
H  -1.50287  1.92200  0.67427
H  2.61293  -0.02468  0.22912
H  1.32770  0.44834  1.36891
H  1.09617  -2.02114  1.30218
H  0.78784  1.77597  -0.66753
H  0.91333  0.30516  -1.64953
H  1.19026  -2.00399  -0.46321
H  -2.74692  0.73183  0.26231

The HOMO-LUMO gap comes out at 9.86 eV. The value obtained for the highest occupied orbital energy is -8.694 eV. Its spin multiplicity is 1.

Results of the natural (NBO) charge analysis, in e, for atoms 1 through 2: number 1, C, carries -0.21; number 2, C, carries -0.64


[9]
The molecule C6H10 at a distorted geometry, computed with ωB97M-V/def2-TZVPD.

Cartesian coordinates (Å):
C  -0.28009  -1.11676  -0.08754
C  -0.46969  1.45718  -0.57253
C  -0.01311  -1.66488  1.09627
C  -1.39235  0.97263  0.26676
C  0.96896  1.12702  -0.31162
C  0.89824  -0.37522  -0.67578
H  0.91857  -0.51619  -1.76370
H  -2.40609  0.74077  -0.03606
H  -1.16791  0.80745  1.31379
H  0.74065  -1.18962  1.72825
H  -0.52499  -2.51640  1.50817
H  -1.11440  -1.42062  -0.71455
H  1.69582  1.66512  -0.93484
H  -0.71842  1.68131  -1.60913
H  1.26508  1.25965  0.73817
H  1.65451  -1.01183  -0.20788

The HOMO-LUMO gap comes out at 9.75 eV. The value obtained for the highest occupied orbital energy is -8.551 eV. Its spin multiplicity is 1.

Results of the natural (NBO) charge analysis, in e, for atoms 1 through 2: number 1, C, carries -0.15; number 2, C, carries -0.19


[10]
The molecule C6H10 at a distorted geometry, computed with ωB97M-V/def2-TZVPD.

Cartesian coordinates (Å):
C  -1.37558  -0.22332  0.03959
C  -0.06091  0.49868  -0.11512
C  -0.19481  -0.68122  0.82638
C  0.63285  -1.60737  -0.01887
C  0.05441  1.95396  0.29156
C  0.76686  -0.38754  -1.06078
H  1.82560  -0.51147  -0.97933
H  -0.30941  2.66219  -0.46542
H  0.36101  -0.45878  -2.08130
H  -0.55083  2.12869  1.19400
H  -2.14915  0.25701  0.62732
H  -0.12935  -0.59532  1.90055
H  1.58163  -1.87920  0.49263
H  1.08788  2.22020  0.53377
H  -1.74394  -0.84389  -0.78032
H  0.20375  -2.53262  -0.40464

The HOMO-LUMO gap comes out at 10.44 eV. The value obtained for the highest occupied orbital energy is -9.272 eV. Its spin multiplicity is 1.

Results of the natural (NBO) charge analysis, in e, for atoms 1 through 2: number 1, C, carries -0.42; number 2, C, carries -0.05


[11]
A structure of composition C6H10 at a distorted geometry, computed with ωB97M-V/def2-TZVPD.

Cartesian coordinates (Å):
C  0.47999  -0.23014  -0.33283
C  1.02243  1.19007  0.04043
C  -1.48657  -0.45869  0.12301
C  -2.11548  0.51738  0.82860
C  -0.69272  -0.24424  -1.10207
C  1.50904  -1.29540  -0.16839
H  1.29826  -2.12750  -0.84383
H  -1.00278  0.53210  -1.78138
H  1.48483  1.67951  -0.81443
H  1.46851  -1.76267  0.81446
H  1.84321  1.10131  0.73071
H  -1.62276  -1.52616  0.33628
H  -2.08818  1.54841  0.49232
H  -2.81554  0.34373  1.63733
H  0.18286  1.74884  0.43341
H  2.53492  -1.01657  -0.39362

The HOMO-LUMO gap comes out at 7.03 eV. The value obtained for the highest occupied orbital energy is -7.107 eV. Its spin multiplicity is 1.

Results of the natural (NBO) charge analysis, in e, for atoms 1 through 2: number 1, C, carries 0.25; number 2, C, carries -0.68


[12]
The molecule C6H10, computed with ωB97M-V/def2-TZVPD.

Cartesian coordinates (Å):
C  -1.31537  -0.14951  -0.16119
C  -0.21519  0.48616  0.66115
C  0.11052  -0.33898  1.93109
C  0.95035  0.61715  -0.36759
C  -0.93238  -0.46621  -1.39333
C  0.50523  -0.10160  -1.66232
H  -1.55838  -0.94732  -2.13993
H  1.16619  -0.62359  1.96369
H  0.60096  0.54424  -2.54307
H  1.87403  0.18378  0.02721
H  1.10583  -0.99988  -1.86749
H  -0.11495  0.22014  2.84382
H  -0.46977  -1.26707  1.96024
H  1.15564  1.67434  -0.56935
H  -2.29567  -0.35912  0.26130
H  -0.52214  1.49109  0.98312

The HOMO-LUMO gap comes out at 10.30 eV. The value obtained for the highest occupied orbital energy is -9.078 eV. Its spin multiplicity is 1.

Results of the natural (NBO) charge analysis, in e, for atoms 1 through 2: number 1, C, carries -0.19; number 2, C, carries -0.26


[13]
The molecule C6H10 at a distorted geometry, computed with ωB97M-V/def2-TZVPD.

Cartesian coordinates (Å):
C  2.29343  0.26281  0.15765
C  -1.55126  -0.62825  0.31225
C  0.77521  0.03741  -0.00247
C  -0.23002  -1.24406  -0.10021
C  -1.48421  0.75592  -0.33960
C  -0.03464  1.10292  -0.06378
H  2.66086  -0.01242  1.15384
H  -2.18316  1.50768  0.03829
H  -0.37661  -1.56597  -1.14828
H  0.26501  2.13584  0.11472
H  2.91529  -0.27974  -0.56508
H  -1.63991  0.66806  -1.42777
H  -1.64221  -0.50386  1.40236
H  2.56088  1.32979  0.02779
H  -0.06835  -2.16223  0.48781
H  -2.26031  -1.40390  -0.04750

The HOMO-LUMO gap comes out at 9.98 eV. The value obtained for the highest occupied orbital energy is -8.835 eV. Its spin multiplicity is 1.

Results of the natural (NBO) charge analysis, in e, for atoms 1 through 2: number 1, C, carries -0.64; number 2, C, carries -0.39


[14]
The molecule C6H10, computed with ωB97M-V/def2-TZVPD.

Cartesian coordinates (Å):
C  -0.76524  0.03881  -0.88370
C  1.26750  -1.32452  -1.07376
C  0.06677  -0.35549  2.20315
C  0.40295  -0.45551  -0.36133
C  -0.93312  0.61007  -2.22947
C  0.62637  0.29892  0.95792
H  0.56915  -1.30811  2.38827
H  -1.53585  0.30700  -0.15251
H  -1.97247  0.81598  -2.48990
H  -1.00626  -0.55541  2.08174
H  -0.42375  1.58993  -2.14604
H  0.20354  1.31370  0.85787
H  0.18912  0.29925  3.07062
H  2.17504  -1.47283  -0.43874
H  -0.38530  0.04104  -2.98247
H  1.70909  0.44843  0.99556

The HOMO-LUMO gap comes out at 7.04 eV. The value obtained for the highest occupied orbital energy is -7.843 eV. Its spin multiplicity is 1.

Results of the natural (NBO) charge analysis, in e, for atoms 1 through 2: number 1, C, carries 0.16; number 2, C, carries -0.22


| no. | total energy (Ha) |
| --- | --- |
| 1 | -234.33673 |
| 2 | -234.44135 |
| 3 | -234.51138 |
| 4 | -234.59673 |
| 5 | -234.59780 |
| 6 | -234.53838 |
| 7 | -234.40334 |
| 8 | -234.59127 |
| 9 | -234.50880 |
| 10 | -234.53095 |
| 11 | -234.43917 |
| 12 | -234.59219 |
| 13 | -234.57406 |
| 14 | -234.42927 |